Computed, not measured: a molecular structure, C21H59MgN6O9, with wB97M-V/def2-TZVPD.

```
! wB97M-V def2-TZVPD RIJCOSX def2/J DEFGRID3
* xyz 1 1
Mg -2.858 -2.710 2.507
N -0.016 0.898 -0.341
O -0.986 1.580 -0.572
O -0.196 -0.080 0.360
O 1.013 1.093 -0.855
C -5.255 0.204 6.742
C -4.052 0.652 5.931
C -2.689 0.045 6.400
O -2.556 -1.271 6.010
C -1.652 -2.056 6.794
N -4.174 0.244 4.489
H -5.042 0.370 7.798
H -5.309 -0.882 6.664
H -6.155 0.732 6.426
H -3.839 1.709 6.089
H -2.751 0.228 7.473
H -1.787 0.513 6.005
H -0.651 -1.642 6.667
H -1.680 -3.130 6.609
H -1.878 -2.000 7.858
H -3.766 0.912 3.851
H -5.152 0.365 4.266
C 2.497 -2.649 -8.607
C 1.718 -1.805 -7.592
C 0.210 -1.762 -7.861
O 0.009 -1.573 -9.299
C 0.013 -0.214 -9.659
N 2.065 -2.396 -6.332
H 2.037 -3.637 -8.626
H 3.584 -2.724 -8.587
H 2.286 -2.320 -9.625
H 2.094 -0.796 -7.761
H -0.370 -1.082 -7.238
H -0.151 -2.714 -7.472
H 0.505 0.406 -8.910
H -1.008 0.164 -9.721
H 0.587 -0.165 -10.585
H 1.651 -1.918 -5.544
H 3.059 -2.308 -6.178
C -1.145 -7.606 -0.993
C -1.580 -6.074 -0.853
C -2.817 -5.733 -1.703
O -3.146 -4.421 -1.249
C -4.146 -3.770 -1.999
N -1.896 -5.847 0.550
H -0.911 -7.963 -1.996
H -1.953 -8.240 -0.628
H -0.347 -7.826 -0.285
H -0.779 -5.435 -1.225
H -3.687 -6.372 -1.552
H -2.701 -5.857 -2.779
H -3.941 -3.742 -3.069
H -4.108 -2.746 -1.628
H -5.115 -4.120 -1.642
H -0.965 -6.083 0.864
H -2.387 -6.714 0.715
C -0.952 7.850 2.999
C -2.107 8.654 2.411
C -1.849 9.725 1.352
O -2.946 10.470 0.923
C -2.457 11.452 -0.024
N -3.030 7.617 1.929
H -1.397 7.210 3.760
H -0.221 8.529 3.437
H -0.446 7.243 2.248
H -2.636 9.083 3.263
H -1.229 9.287 0.570
H -1.134 10.455 1.733
H -1.746 11.101 -0.771
H -2.058 12.365 0.419
H -3.297 11.825 -0.610
H -2.600 7.162 1.136
H -3.869 8.018 1.537
C 6.810 -4.561 4.515
C 5.707 -3.995 3.614
C 6.214 -3.315 2.322
O 7.081 -2.281 2.700
C 6.439 -1.006 2.833
N 4.726 -4.933 3.192
H 7.563 -3.785 4.652
H 7.308 -5.414 4.054
H 6.420 -4.822 5.498
H 5.079 -3.254 4.109
H 5.559 -2.846 1.588
H 6.996 -3.933 1.880
H 5.507 -0.916 3.390
H 6.315 -0.547 1.852
H 7.159 -0.382 3.362
H 5.060 -5.245 2.291
H 4.745 -5.791 3.725
C 2.246 4.938 -5.213
O 0.954 5.227 -4.708
H 2.507 5.458 -6.135
H 2.931 5.024 -4.369
H 2.221 3.921 -5.605
H 0.695 4.680 -3.963
*
```

For the total energy, the calculation gives -2040.5061 hartree. The LUMO energy comes out at -8.33 eV. As for the energy relative to the best compared isomer or geometry (same formula, charge and spin): 1338.48 kJ/mol.

***

Computed, not measured: a molecular structure, C21H59N10O13, with wB97M-V/def2-TZVPD.

```
! wB97M-V def2-TZVPD RIJCOSX def2/J DEFGRID3
* xyz -1 1
N 1.202 5.537 11.921
O 2.108 6.328 12.104
O 1.495 4.495 11.392
O -0.009 5.748 12.054
C -1.411 5.503 9.483
O -2.132 5.711 8.529
N -1.172 6.443 10.361
N -0.825 4.331 9.791
H -1.664 7.325 10.380
H -0.588 6.044 11.082
H -0.899 3.562 9.140
H -0.243 4.348 10.616
C 2.164 7.924 9.467
O 3.149 7.709 8.800
N 1.640 9.105 9.417
N 1.587 7.091 10.311
H 1.879 9.780 8.705
H 0.751 9.275 9.866
H 2.070 6.205 10.366
H 0.739 7.369 10.783
C 4.844 5.751 11.047
O 5.987 6.157 10.998
N 4.119 5.634 12.087
N 4.057 5.499 10.011
H 4.642 6.034 12.853
H 3.114 5.717 12.128
H 4.325 5.854 9.104
H 3.274 4.864 10.080
C -1.226 7.132 15.454
O 0.173 6.973 15.466
C 0.887 6.803 14.263
C 2.391 6.542 14.599
N 2.587 5.340 15.290
C 3.966 5.248 15.867
C 4.378 3.927 16.500
O 5.733 3.920 16.712
C 6.348 2.840 17.303
H -1.709 7.035 14.482
H -1.501 8.060 15.955
H -1.648 6.334 16.065
H 0.693 7.661 13.620
H 0.435 5.946 13.763
H 2.876 7.368 15.119
H 2.983 6.325 13.710
H 1.857 5.482 15.972
H 3.883 6.017 16.635
H 4.765 5.602 15.215
H 4.232 3.166 15.733
H 3.804 3.529 17.336
H 6.120 2.816 18.368
H 7.411 2.880 17.065
H 5.877 1.908 16.994
C 4.395 8.914 10.994
O 3.661 9.479 12.008
C 2.778 8.624 12.729
C 1.806 9.429 13.601
N 2.596 10.234 14.532
C 2.792 9.765 15.916
C 3.790 10.763 16.576
O 5.051 10.640 15.878
C 6.098 11.525 16.261
H 5.203 8.223 11.237
H 4.956 9.755 10.587
H 3.866 8.390 10.198
H 3.213 7.894 13.412
H 2.383 7.897 12.020
H 1.124 8.721 14.072
H 1.313 10.226 13.045
H 3.303 10.731 14.011
H 3.074 8.712 15.930
H 1.900 9.870 16.533
H 3.936 10.515 17.627
H 3.327 11.750 16.579
H 6.208 11.531 17.346
H 5.869 12.573 16.069
H 7.039 11.204 15.815
C -4.260 5.067 13.428
O -3.273 4.334 14.124
C -2.163 5.104 14.560
C -1.117 4.175 15.253
N -0.516 3.068 14.463
C 0.188 3.492 13.263
C 0.663 2.238 12.601
O -0.416 1.468 11.994
C -0.307 0.067 11.892
H -4.718 5.788 14.106
H -5.124 4.445 13.191
H -3.884 5.456 12.481
H -2.455 5.824 15.324
H -1.884 5.707 13.696
H -1.576 3.650 16.090
H -0.288 4.779 15.622
H -1.299 2.495 14.182
H 1.092 3.989 13.614
H -0.317 4.223 12.631
H 1.218 1.668 13.346
H 1.325 2.423 11.755
H -0.965 -0.272 11.092
H -0.692 -0.271 12.854
H 0.685 -0.309 11.641
O 2.788 3.737 13.574
H 2.422 3.968 12.720
H 2.792 4.560 14.063
*
```

For the total energy, the calculation gives -2360.5466 hartree. The LUMO energy comes out at 2.37 eV. As for the energy relative to the best compared isomer or geometry (same formula, charge and spin): 1605.20 kJ/mol.

***

Computed, not measured: 9 unconnected molecules or ions with the total composition C21H59N2O8, with wB97M-V/def2-TZVPD.

```
! wB97M-V def2-TZVPD RIJCOSX def2/J DEFGRID3
* xyz -1 1
C 6.386 0.949 -0.933
C 5.280 1.950 -0.583
C 4.047 1.285 0.080
N 2.927 2.142 0.289
C 2.023 2.140 -0.807
C 0.786 1.271 -0.658
N 0.779 0.179 -0.001
H 6.928 0.635 -0.041
H 5.935 0.050 -1.371
H 7.108 1.348 -1.653
H 5.678 2.691 0.118
H 4.939 2.482 -1.479
H 4.396 0.884 1.050
H 3.813 0.392 -0.548
H 1.644 3.155 -1.037
H 2.483 1.769 -1.758
H -0.144 1.588 -1.151
H -0.166 -0.212 -0.040
C 10.576 -2.331 0.928
C 9.216 -1.898 0.409
O 9.124 -0.497 0.232
H 10.793 -1.835 1.876
H 10.614 -3.411 1.082
H 11.361 -2.059 0.218
H 8.433 -2.160 1.119
H 8.998 -2.415 -0.535
H 9.787 -0.225 -0.414
C -3.339 0.662 1.121
C -3.673 1.336 -0.193
O -2.659 1.064 -1.157
H -2.361 0.999 1.469
H -4.082 0.878 1.891
H -3.280 -0.424 0.998
H -3.705 2.417 -0.067
H -4.649 1.013 -0.572
H -2.624 0.110 -1.281
C -8.436 0.428 2.165
C -7.091 1.131 2.177
O -6.932 1.966 1.025
H -8.541 -0.178 1.264
H -8.547 -0.221 3.035
H -9.252 1.156 2.176
H -6.274 0.412 2.150
H -6.968 1.736 3.077
H -7.631 2.626 1.049
C -5.445 -0.414 -3.296
C -6.361 -1.424 -2.633
O -6.524 -1.155 -1.240
H -4.473 -0.410 -2.803
H -5.304 -0.635 -4.355
H -5.859 0.594 -3.206
H -5.949 -2.427 -2.700
H -7.339 -1.436 -3.126
H -6.887 -0.268 -1.136
C 1.361 2.048 3.531
C 0.712 0.721 3.888
O -0.227 0.316 2.900
H 0.596 2.821 3.427
H 2.068 2.357 4.306
H 1.898 1.979 2.575
H 0.158 0.784 4.828
H 1.485 -0.049 4.006
H 0.265 0.265 2.068
C 9.482 1.360 -4.292
C 10.529 0.314 -3.962
O 10.234 -0.376 -2.753
H 9.393 2.079 -3.477
H 9.741 1.895 -5.207
H 8.503 0.898 -4.432
H 11.503 0.778 -3.806
H 10.626 -0.402 -4.786
H 9.376 -0.804 -2.851
C -6.058 -6.458 -4.857
C -5.837 -5.216 -4.016
O -6.904 -4.282 -4.134
H -6.183 -6.188 -5.906
H -5.214 -7.144 -4.771
H -6.959 -6.987 -4.537
H -4.944 -4.685 -4.345
H -5.694 -5.490 -2.965
H -7.712 -4.708 -3.832
C -4.823 1.901 6.809
C -4.426 1.456 5.414
O -4.962 2.302 4.402
H -5.909 1.930 6.906
H -4.423 1.221 7.563
H -4.440 2.902 7.019
H -4.818 0.461 5.202
H -3.337 1.410 5.322
H -4.616 3.190 4.539
*
```

For the total energy, the calculation gives -1546.8010 hartree. The LUMO energy comes out at 2.10 eV.

***

Computed, not measured: 8 unconnected molecules or ions with the total composition C21H59N5O8, with wB97M-V/def2-TZVPD.

```
! wB97M-V def2-TZVPD RIJCOSX def2/J DEFGRID3
* xyz 0 1
C -4.554 3.424 4.711
O -3.970 2.744 3.657
C -4.785 2.500 2.541
C -4.041 1.818 1.446
C -4.912 1.602 0.212
N -3.566 0.515 1.815
H -5.072 4.357 4.424
H -3.765 3.621 5.459
H -5.341 2.818 5.249
H -5.548 1.780 2.884
H -5.254 3.460 2.236
H -3.226 2.449 1.088
H -4.174 1.260 -0.501
H -5.362 2.506 -0.252
H -5.726 0.916 0.405
H -3.037 0.185 1.004
H -2.815 0.633 2.485
N 3.249 -3.193 2.499
C 3.549 -2.922 1.233
N 4.576 -3.590 0.709
O 2.795 -2.215 0.595
H 3.827 -3.722 3.133
H 2.463 -2.638 2.825
H 4.733 -3.506 -0.291
H 5.198 -4.101 1.296
N -0.142 -1.803 0.641
C -0.114 -0.602 0.003
N 1.084 -0.126 -0.102
O -1.145 0.036 -0.245
H -1.088 -2.223 0.643
H 0.611 -2.463 0.561
H 1.192 0.861 -0.351
H 1.929 -0.668 -0.060
C 3.895 -1.418 -2.752
C 3.768 -2.972 -2.646
C 3.191 -3.545 -3.914
O 5.012 -3.623 -2.230
H 2.915 -1.021 -2.927
H 4.623 -1.114 -3.517
H 4.268 -0.984 -1.837
H 3.041 -3.191 -1.815
H 3.917 -3.305 -4.722
H 2.232 -3.104 -4.108
H 3.125 -4.618 -3.852
H 5.706 -3.122 -2.683
C 2.148 0.389 3.193
C 2.988 0.573 4.421
C 2.840 -0.658 5.324
O 4.339 0.713 4.070
H 2.708 -0.290 2.525
H 2.050 1.321 2.634
H 1.173 -0.077 3.452
H 2.713 1.468 4.964
H 3.413 -0.501 6.272
H 3.071 -1.620 4.917
H 1.796 -0.820 5.574
H 4.884 0.591 4.864
C -2.977 -4.552 -2.429
C -2.408 -3.294 -1.852
C -3.094 -2.061 -2.445
O -2.555 -3.268 -0.438
H -2.547 -5.392 -1.898
H -2.659 -4.628 -3.505
H -4.061 -4.538 -2.377
H -1.325 -3.210 -2.037
H -2.878 -1.908 -3.528
H -2.632 -1.204 -1.988
H -4.156 -2.081 -2.297
H -3.066 -2.468 -0.267
C -0.019 3.279 1.144
C 0.471 3.567 -0.273
C 0.935 5.072 -0.351
O 1.599 2.742 -0.698
H -0.380 2.252 1.226
H -0.834 3.957 1.344
H 0.719 3.419 1.969
H -0.270 3.453 -1.025
H 0.072 5.719 -0.264
H 1.401 5.284 -1.313
H 1.589 5.304 0.498
H 2.407 3.233 -0.581
C -0.591 2.776 -4.156
C -1.386 1.623 -3.500
C -0.740 0.331 -3.832
O -1.521 1.874 -2.115
H 0.407 2.688 -3.695
H -1.045 3.733 -3.863
H -0.555 2.779 -5.250
H -2.378 1.685 -3.943
H -0.657 0.179 -4.928
H -1.313 -0.534 -3.512
H 0.305 0.277 -3.431
H -1.243 1.126 -1.550
*
```

Its SMILES is COC[C@H](C)N.NC(N)=O.NC(N)=O.CC(C)O.CC(C)O.CC(C)O.CC(C)O.CC(C)O. For the total energy, the calculation gives -1711.2583 hartree. The LUMO energy comes out at 0.47 eV. As for the energy relative to the best compared isomer or geometry (same formula, charge and spin): 0.00 kJ/mol.

***

Computed, not measured: 6 unconnected molecules or ions with the total composition C21H59N7O6, with wB97M-V/def2-TZVPD.

```
! wB97M-V def2-TZVPD RIJCOSX def2/J DEFGRID3
* xyz 0 1
C 0.664 -2.118 3.447
O 0.285 -3.488 3.324
C -0.774 -3.864 2.473
C -0.912 -5.388 2.142
C 0.235 -6.024 1.388
N -2.160 -5.446 1.336
H 1.230 -1.946 4.362
H -0.219 -1.522 3.676
H 1.168 -1.909 2.503
H -1.691 -3.551 2.972
H -0.729 -3.295 1.544
H -1.060 -5.870 3.108
H 0.239 -5.526 0.419
H 0.206 -7.102 1.233
H 1.135 -5.657 1.883
H -2.439 -6.406 1.196
H -2.917 -5.121 1.920
C -2.292 -2.349 -3.490
O -2.823 -1.074 -2.969
C -3.745 -0.361 -3.774
C -3.123 0.885 -4.489
C -2.260 0.519 -5.642
N -2.374 1.750 -3.625
H -2.935 -3.228 -3.465
H -1.435 -2.599 -2.864
H -2.014 -2.272 -4.541
H -4.300 -0.890 -4.549
H -4.605 -0.063 -3.175
H -3.929 1.528 -4.844
H -1.980 1.442 -6.150
H -2.852 -0.095 -6.320
H -1.323 -0.019 -5.503
H -2.987 1.713 -2.823
H -1.635 1.113 -3.365
C 0.879 -0.114 -3.889
O -0.023 0.237 -2.892
C 0.523 0.727 -1.697
C -0.568 1.200 -0.722
C -0.128 1.467 0.726
N -1.680 0.303 -0.577
H 1.917 -0.364 -3.673
H 0.870 0.757 -4.544
H 0.398 -0.979 -4.346
H 1.109 -0.018 -1.159
H 1.259 1.507 -1.894
H -1.014 2.116 -1.109
H -0.991 1.768 1.320
H 0.589 2.266 0.912
H 0.247 0.598 1.268
H -1.730 -0.334 -1.359
H -1.573 -0.247 0.263
C -0.816 4.771 2.450
O -1.516 4.645 3.757
C -2.741 5.417 3.715
C -3.027 6.120 5.070
C -3.386 5.030 6.186
N -4.190 7.013 4.984
H -0.544 5.822 2.352
H -1.447 4.498 1.604
H 0.073 4.150 2.557
H -2.777 6.058 2.835
H -3.490 4.705 3.368
H -2.085 6.592 5.348
H -4.140 4.392 5.724
H -3.557 5.488 7.160
H -2.534 4.384 6.401
H -4.071 7.710 5.705
H -3.954 7.572 4.176
C 3.169 0.910 1.504
O 2.887 -0.417 1.104
C 4.055 -1.053 0.601
C 3.718 -2.453 0.125
C 2.475 -2.526 -0.814
N 3.506 -3.341 1.294
H 4.115 1.020 2.035
H 2.313 1.156 2.131
H 3.174 1.478 0.574
H 4.431 -0.421 -0.203
H 4.832 -1.106 1.363
H 4.496 -2.837 -0.534
H 2.325 -3.533 -1.203
H 2.656 -1.849 -1.649
H 1.678 -2.139 -0.179
H 2.936 -2.943 2.026
H 4.373 -3.353 1.813
N 4.917 0.606 -3.406
C 4.895 -0.601 -3.868
N 5.543 -1.377 -3.125
O 4.255 -0.970 -4.822
H 5.429 0.704 -2.541
H 4.568 1.447 -3.843
H 6.305 -1.053 -2.547
H 5.419 -2.377 -3.194
*
```

Its SMILES is COC[C@H](C)N.COC[C@H](C)N.COC[C@H](C)N.COC[C@H](C)N.COC[C@H](C)N.NC(N)=O. For the total energy, the calculation gives -1670.0611 hartree. The LUMO energy comes out at 0.26 eV. As for the energy relative to the best compared isomer or geometry (same formula, charge and spin): 376.80 kJ/mol.